Below is a structure of composition C25H22BeBrN7OS, with properties calculated with ωB97M-V/def2-TZVPD.

Cartesian coordinates (Å):
Be -0.24 1.84 0.20
C 0.65 -1.40 5.08
C 0.90 -1.89 3.66
N 1.57 -0.90 2.82
C 0.95 0.14 2.23
S 1.80 1.12 1.12
N -0.33 0.33 2.59
N -0.89 1.31 1.86
C -2.02 1.80 2.23
C -2.76 1.39 3.46
C -2.49 2.85 1.31
C -3.61 3.64 1.53
C -3.91 4.63 0.59
C -3.10 4.78 -0.52
C -2.00 3.95 -0.66
N -1.72 3.00 0.23
H 0.19 -2.20 5.67
H -0.01 -0.54 5.07
H 1.58 -1.12 5.56
H -0.04 -2.19 3.19
H 1.55 -2.76 3.68
H 2.49 -1.09 2.48
H -2.54 0.34 3.68
H -3.83 1.52 3.35
H -2.42 1.97 4.32
H -4.22 3.51 2.41
H -4.77 5.27 0.74
H -3.30 5.54 -1.26
H -1.32 4.02 -1.49
Br 3.41 -4.16 1.03
C 2.94 -3.58 -0.71
C 3.25 -2.29 -1.11
C 2.89 -1.87 -2.38
C 2.22 -2.74 -3.24
C 1.97 -4.04 -2.84
C 2.31 -4.47 -1.57
N 1.87 -2.41 -4.60
N 1.36 -1.33 -4.93
C 0.98 -0.34 -3.98
C 1.44 0.94 -4.21
C 1.31 1.99 -3.29
C 0.66 1.76 -2.09
O 0.50 2.60 -1.11
C 0.06 0.47 -1.91
N -0.62 0.36 -0.74
C -1.23 -0.76 -0.45
C -1.23 -1.85 -1.34
C -0.53 -1.76 -2.52
C 0.18 -0.58 -2.83
H 3.75 -1.61 -0.43
H 3.12 -0.86 -2.68
H 1.49 -4.72 -3.54
H 2.09 -5.48 -1.25
H 1.98 1.10 -5.14
H 1.75 2.96 -3.48
H -1.73 -0.81 0.51
H -1.76 -2.75 -1.08
H -0.54 -2.59 -3.21

Its LUMO energy is -0.377 eV. The calculation puts the largest force on an atom at 0.2 eV/Å. As for the relative energy (zero: lowest compared OMol25 entry of this formula, charge and spin): 0.000 eV. The calculation puts the gap between HOMO and LUMO at 7.0 eV. The multiplicity is 1.